No. 1
# C45H58N5PtS2

A structure of composition C45H58N5PtS2 (wB97M-V/def2-TZVPD, OMol25).

Summary:
E_LUMO (spin up / spin down) in Eh: 0.068 / 0.062
Relative energy (zero: lowest compared OMol25 entry of this formula, charge and spin) in kJ/mol: 0.0
Energy in Ha: -2939.01490
<S²>: 2.03
Kohn-Sham gap (spin up / spin down) in eV: 5.60 / 6.36

The geometry in ORCA input format:
```
! wB97M-V def2-TZVPD RIJCOSX def2/J DEFGRID3
* xyz -1 3
Pt 0.6559 -0.1665 -0.6944
C -3.1074 3.6699 3.0764
C -2.5949 3.4124 4.4934
C -3.8020 3.2359 5.4260
C -1.7861 4.6398 4.9397
C -1.7254 2.1633 4.5699
C -1.0358 1.8612 5.7828
C -0.2465 0.7573 5.8701
C -0.0297 -0.1601 4.7988
S 1.0561 -1.4370 5.0550
C -0.2004 -1.6506 1.8974
N -0.8829 -0.6252 2.4705
C -0.7802 0.0900 3.5750
C -1.5931 1.2889 3.5403
C 1.9171 -2.3360 0.6321
C 2.6743 -3.4823 0.8325
C 3.1746 -4.1925 -0.2520
C 2.9105 -3.7468 -1.5391
C 2.1604 -2.5930 -1.7439
C 1.6613 -1.8666 -0.6650
H -3.6651 4.6096 3.0538
H -3.7759 2.8753 2.7392
H -2.2833 3.7443 2.3633
H -4.4400 4.1245 5.4012
H -3.4826 3.0757 6.4573
H -4.3968 2.3728 5.1215
H -2.3752 5.5503 4.7991
H -0.8677 4.7309 4.3559
H -1.5094 4.5815 5.9925
H -1.1467 2.5041 6.6475
H 0.2742 0.5324 6.7928
H -2.1138 1.4316 2.6021
H 2.8531 -3.8346 1.8439
H 3.7532 -5.0949 -0.0923
H 3.2874 -4.3011 -2.3923
H 1.9657 -2.2550 -2.7553
C 6.1128 0.2555 1.0965
C 4.8166 0.3093 1.9103
C 5.0890 0.0329 3.3899
C 4.1096 1.6399 1.6970
C 4.7959 2.8068 2.0208
C 4.2525 4.0510 1.7679
C 3.0246 4.1366 1.1346
C 2.2971 3.0049 0.7769
C 1.0541 3.2567 -0.0613
C 1.4059 3.1682 -1.5489
C -0.2118 2.4597 0.2543
C 2.8283 1.7514 1.1253
N 2.0976 0.5555 0.8975
C 1.8688 -0.1840 1.9130
C 1.3414 -1.5887 1.8156
N -0.7674 -2.6206 1.2774
C -2.1375 -2.9035 1.4308
C -3.0041 -2.8423 0.3166
C -4.2723 -3.4070 0.4292
C -4.7266 -3.9864 1.6016
C -3.8977 -3.9734 2.7058
C -2.6149 -3.4370 2.6455
C -1.7683 -3.4971 3.8990
C -2.4249 -2.7373 5.0531
C -1.4558 -4.9403 4.3012
C -2.7342 -2.0801 -0.9747
C -1.5067 -2.4473 -1.8287
C -2.7887 -0.5734 -0.6953
H 6.5568 -0.7399 1.1640
H 6.8471 0.9764 1.4642
H 5.9218 0.4727 0.0445
H 4.1843 -0.4940 1.5356
H 5.7534 0.7888 3.8165
H 5.5682 -0.9411 3.5113
H 4.1677 0.0287 3.9758
H 5.7758 2.7310 2.4774
H 4.7880 4.9511 2.0441
H 2.6116 5.1114 0.8988
H 0.7994 4.3005 0.1480
H 1.6100 2.1295 -1.8252
H 2.2872 3.7711 -1.7777
H 0.5718 3.5092 -2.1647
H -0.3416 1.5543 -0.3725
H -1.0997 3.0470 0.0062
H -0.2828 2.1465 1.2946
H 2.1351 0.1646 2.9153
H 1.6678 -2.0700 2.7404
H -4.9298 -3.3699 -0.4336
H -5.7160 -4.4256 1.6530
H -4.2420 -4.3991 3.6421
H -0.8113 -3.0168 3.7109
H -3.3640 -3.2071 5.3596
H -2.6399 -1.7062 4.7663
H -1.7547 -2.7141 5.9154
H -2.3617 -5.4782 4.5958
H -0.7627 -4.9540 5.1461
H -0.9981 -5.4824 3.4714
H -3.6107 -2.3136 -1.5872
H -0.7324 -1.6553 -1.7938
H -1.8000 -2.4789 -2.8828
H -1.0591 -3.4000 -1.5509
H -1.9545 -0.2886 -0.0459
H -3.7143 -0.3051 -0.1789
H -2.7098 -0.0057 -1.6271
C -4.1250 3.0076 -4.6045
N -3.0964 2.2177 -3.9664
C -2.0301 1.6787 -4.5976
N -2.0663 1.7328 -5.9612
S -0.7616 1.0147 -3.7614
H -4.7393 3.4657 -3.8339
H -4.7860 2.3941 -5.2244
H -3.6975 3.8009 -5.2230
H -3.0132 2.2296 -2.9643
H -2.9569 1.7796 -6.4302
H -1.3551 1.1839 -6.4125
*
```

No. 2
# C45H59NO5P2RuSi

A structure of composition C45H59NO5P2RuSi (wB97M-V/def2-TZVPD, OMol25).

Summary:
E_LUMO (spin up / spin down) in Eh: -0.083 / -0.175
Relative energy (zero: lowest compared OMol25 entry of this formula, charge and spin) in kJ/mol: 2.2
Energy in Ha: -3247.85752
<S²>: 8.81
Kohn-Sham gap (spin up / spin down) in eV: 7.81 / 7.13

The geometry in ORCA input format:
```
! wB97M-V def2-TZVPD RIJCOSX def2/J DEFGRID3
* xyz 1 6
Ru 1.0209 -0.1841 -0.0959
C 1.9921 -0.8988 3.5524
Si 0.9344 0.0266 2.3277
C 1.3956 1.8580 2.4566
C 2.0946 2.3102 3.5773
C 2.5735 3.6113 3.6559
C 2.3675 4.4890 2.6040
C 1.6629 4.0703 1.4837
C 1.1747 2.7710 1.4076
P 0.1898 2.1576 0.0107
C -1.5360 2.5059 0.5379
C -2.6020 1.9948 -0.4351
C -3.9807 2.3366 0.1241
C -4.2174 3.8576 0.1652
C -2.9000 4.6417 0.1643
C -1.8276 3.9597 1.0092
C 0.6649 2.9347 -1.5728
C 2.1862 2.8522 -1.7715
C 2.5244 3.0185 -3.2631
C 1.5062 3.9172 -3.9785
C 0.9806 4.9862 -3.0270
C 0.1593 4.3538 -1.8856
C -0.8930 -0.3307 2.6553
C -1.4580 0.1209 3.8502
C -2.7705 -0.1764 4.1832
C -3.5416 -0.9457 3.3232
C -3.0037 -1.4062 2.1313
C -1.6868 -1.0957 1.7834
P -0.8704 -1.7115 0.2747
C -0.4483 -3.4799 0.5350
C -1.6893 -4.4042 0.5563
C -1.5089 -5.5495 1.5488
C -1.3820 -4.9828 2.9617
C -0.2667 -3.9158 3.0759
C 0.4688 -3.7012 1.7528
C -1.9004 -1.5758 -1.2582
C -3.4146 -1.7752 -1.1174
C -4.0850 -1.4497 -2.4523
C -3.5327 -2.2990 -3.6201
C -2.3824 -3.1977 -3.1762
C -1.3054 -2.4052 -2.4400
H 1.6990 -0.6158 4.5684
H 3.0459 -0.6438 3.4205
H 1.8798 -1.9814 3.4813
H 2.2940 1.6362 4.4026
H 3.1220 3.9325 4.5322
H 2.7552 5.4986 2.6508
H 1.5078 4.7671 0.6691
H -1.5927 1.8615 1.4216
H -2.5035 0.9155 -0.5392
H -2.4723 2.4276 -1.4338
H -4.0377 1.9175 1.1351
H -4.7627 1.8416 -0.4545
H -4.8050 4.1121 1.0494
H -4.8133 4.1661 -0.6955
H -3.0625 5.6558 0.5322
H -2.5464 4.7531 -0.8607
H -2.1764 3.9136 2.0444
H -0.9218 4.5649 1.0390
H 0.2138 2.2471 -2.2993
H 2.5940 1.9102 -1.3984
H 2.6591 3.6363 -1.1755
H 2.5659 2.0388 -3.7443
H 3.5225 3.4528 -3.3473
H 0.6666 3.3202 -4.3479
H 1.9592 4.3693 -4.8606
H 0.3627 5.7125 -3.5550
H 1.8238 5.5462 -2.6133
H -0.8913 4.3001 -2.1730
H 0.2045 4.9944 -1.0024
H -0.8664 0.7226 4.5341
H -3.1914 0.1859 5.1127
H -4.5645 -1.1890 3.5808
H -3.6236 -2.0049 1.4796
H 0.1512 -3.7218 -0.3442
H -1.8866 -4.7721 -0.4523
H -2.5811 -3.8502 0.8620
H -0.6323 -6.1474 1.2835
H -2.3655 -6.2226 1.4922
H -1.2149 -5.7874 3.6779
H -2.3424 -4.5329 3.2290
H 0.4688 -4.2210 3.8229
H -0.6844 -2.9734 3.4340
H 1.0766 -4.5845 1.5429
H 1.1824 -2.8740 1.8334
H -1.7620 -0.5267 -1.5297
H -3.8153 -1.1122 -0.3490
H -3.6464 -2.7980 -0.8090
H -3.9270 -0.3854 -2.6532
H -5.1631 -1.5810 -2.3537
H -3.1798 -1.6449 -4.4203
H -4.3256 -2.9087 -4.0540
H -1.9321 -3.6878 -4.0405
H -2.7605 -4.0008 -2.5369
H -0.8170 -1.7172 -3.1315
H -0.5205 -3.0870 -2.1171
O 3.7936 0.3428 0.7340
C 3.0820 -0.4772 0.2539
O 2.4387 -1.1869 -3.8673
C 2.4720 -1.1378 -2.6638
O 1.4319 -0.6951 -1.9524
C 3.6578 -1.5879 -1.8732
C 3.5665 -1.8015 -0.3818
C 4.8376 -2.2676 0.2518
C 5.9688 -2.4627 -0.4542
C 5.9632 -2.2267 -1.8490
C 4.8216 -1.8087 -2.5423
N 7.2033 -2.4224 -2.5964
O 8.1831 -2.7754 -1.9652
O 7.1838 -2.1863 -3.7897
H 2.7671 -2.5327 -0.1838
H 4.8269 -2.4359 1.3216
H 6.8831 -2.7947 0.0156
H 4.8593 -1.6605 -3.6120
*
```

No. 3
# C45H60Cl2LuN11

A structure of composition C45H60Cl2LuN11 in a non-equilibrium geometry (wB97M-V/def2-TZVPD, OMol25).

Summary:
E_LUMO in Eh: 0.124
Relative energy (zero: lowest compared OMol25 entry of this formula, charge and spin) in kJ/mol: 84.0
Energy in Ha: -4508.86088
Kohn-Sham gap in eV: 5.23

The geometry in ORCA input format:
```
! wB97M-V def2-TZVPD RIJCOSX def2/J DEFGRID3
* xyz -2 1
Lu -0.9795 3.1320 0.9865
C -2.7827 4.6018 -3.3025
C -3.6163 4.3227 -2.0373
C -3.3725 5.3527 -0.9479
N -2.1292 5.1917 -0.2333
C -1.7123 6.2735 0.2925
C -2.5255 7.4675 0.5046
C -2.3263 8.7977 0.6893
C -1.0759 9.5005 0.6239
C 0.1417 8.8002 0.5466
C 0.4499 7.5120 0.9092
C -0.3566 6.2985 0.9336
N 0.0836 5.1863 1.5041
C 1.3867 5.3056 2.1085
C 1.6521 3.9823 2.8973
C 2.2303 2.9714 1.9830
N 1.4519 3.0372 0.7436
C 2.0258 2.8253 -0.3608
C 3.3171 2.1869 -0.3897
C 4.1705 2.0361 -1.4351
C 4.1287 2.5121 -2.7449
C 3.0079 3.0617 -3.4018
C 1.7323 3.2901 -2.9325
C 1.1540 3.0584 -1.6153
N -0.1042 3.0667 -1.4167
C -0.9262 2.9709 -2.5770
C -1.2650 4.3390 -3.1519
H -2.9161 5.6495 -3.5011
H -3.3120 4.0293 -4.0972
H -3.4905 3.3115 -1.6160
H -4.6552 4.4722 -2.3538
H -4.1366 5.2965 -0.1753
H -3.3263 6.3772 -1.3765
H -3.5370 7.2667 0.4935
H -3.3005 9.3469 0.9035
H -1.1055 10.6331 0.7924
H 1.0152 9.4671 0.3705
H 1.5110 7.2328 0.9457
H 1.4145 6.1560 2.7437
H 2.1944 5.4130 1.3773
H 0.6286 3.6831 3.3024
H 2.3281 4.0083 3.7496
H 2.1253 1.9925 2.4636
H 3.2295 3.2030 1.8398
H 3.6040 1.6115 0.5083
H 5.1398 1.5446 -1.1521
H 4.9764 2.2256 -3.3626
H 3.1083 3.2676 -4.4794
H 1.0197 3.7545 -3.5817
H -1.7925 2.4508 -2.3206
H -0.3634 2.3279 -3.3043
H -0.8577 4.4221 -4.1553
H -0.8412 5.0870 -2.4750
C -2.4108 -2.3298 -1.1439
N -1.2008 -2.5863 -0.3038
C -1.5506 -3.1630 0.9683
C 0.0539 -2.9001 -0.8475
N 0.6728 -3.8907 -0.3282
C 2.0535 -4.1939 -0.5132
C 2.9451 -3.3189 -1.1172
C 4.2523 -3.7505 -1.2762
C 4.6750 -4.9901 -1.0340
C 3.8056 -5.9421 -0.4356
C 4.2299 -7.2613 -0.0940
C 3.3590 -8.1368 0.5257
C 2.0697 -7.6690 0.7886
C 1.6554 -6.3556 0.6598
N 0.6388 -5.8035 1.4425
C -0.4453 -6.4560 1.6715
N -1.1490 -6.2366 2.8058
C -0.5340 -5.4635 3.8785
C -2.6376 -6.3129 2.7630
N -0.9937 -7.3900 0.7528
C -1.4790 -8.6587 1.2879
C -0.8830 -7.2041 -0.6596
C 2.4909 -5.4955 -0.1147
N 0.5213 -1.9924 -1.7644
C 0.2032 -0.5796 -1.7523
C 0.9041 -2.4687 -3.0529
H -2.8415 -1.4217 -0.7162
H -3.0882 -3.1031 -0.9941
H -2.2134 -2.0882 -2.1384
H -2.3885 -2.6840 1.4558
H -1.8770 -4.2025 1.0052
H -0.7722 -3.1182 1.7544
H 2.8049 -2.2579 -1.2042
H 4.9504 -3.0978 -1.7916
H 5.6169 -5.3599 -1.3354
H 5.2661 -7.5571 -0.2740
H 3.6405 -9.0856 0.8716
H 1.3843 -8.1667 1.4846
H 0.5151 -5.3884 3.6837
H -0.6367 -5.9654 4.8837
H -0.9007 -4.4348 3.9735
H -2.9912 -6.1069 1.7383
H -3.0673 -5.5709 3.4691
H -2.8996 -7.3121 3.0613
H -1.4118 -8.8214 2.3594
H -0.9013 -9.4310 0.8434
H -2.5008 -8.8356 1.0106
H -0.4842 -6.1538 -0.9119
H -1.8872 -7.2213 -1.1375
H -0.2108 -7.9018 -1.1218
H -0.0181 -0.3324 -0.7026
H -0.6028 -0.2649 -2.4627
H 1.0669 0.0372 -1.9760
H 0.6783 -3.5594 -3.1477
H 1.9830 -2.2741 -3.1598
H 0.3626 -1.9276 -3.8372
N -3.2475 0.6089 -0.4615
C -2.6317 1.4988 -0.0341
Cl -4.2667 3.6825 2.6810
C -2.4407 4.1317 2.6135
H -2.1574 3.9233 3.7026
H -2.5969 5.2096 2.6041
Cl -0.3057 1.6657 4.1995
C -0.7932 1.1410 2.4342
H -1.7438 0.5849 2.5423
H -0.0598 0.3999 2.2129
*
```

No. 4
# C45H60N6O5

A cluster of 11 separate species, C45H60N6O5 in total in a non-equilibrium geometry (wB97M-V/def2-TZVPD, OMol25).

Summary:
E_LUMO in Eh: 0.016
Relative energy (zero: lowest compared OMol25 entry of this formula, charge and spin) in kJ/mol: 275.3
Energy in Ha: -2455.30465
SMILES: c1ccncc1.c1ccncc1.c1ccncc1.c1ccncc1.c1ccncc1.c1ccncc1.CC(C)=O.CC(C)=O.CC(C)=O.CC(C)=O.CC(C)=O
Kohn-Sham gap in eV: 9.61

The geometry in ORCA input format:
```
! wB97M-V def2-TZVPD RIJCOSX def2/J DEFGRID3
* xyz 0 1
N 6.9662 -10.7468 6.4251
C 5.8484 -11.1624 5.8068
C 5.7800 -12.2569 4.8619
C 7.0349 -12.7264 4.3624
C 8.2208 -12.2399 4.9815
C 8.1218 -11.3569 6.0615
H 4.9439 -10.6916 6.1626
H 4.8195 -12.5436 4.4598
H 7.0784 -13.4584 3.5695
H 9.1894 -12.5059 4.5845
H 9.0315 -10.8927 6.4128
N 6.0537 -15.8522 8.2681
C 5.9262 -16.1862 9.5830
C 6.0467 -15.2196 10.5652
C 6.4430 -13.9655 10.2634
C 6.6394 -13.6326 8.9343
C 6.4566 -14.5851 7.9527
H 5.6737 -17.2255 9.7325
H 5.8962 -15.4877 11.6005
H 6.6104 -13.2435 11.0490
H 7.0868 -12.6937 8.6434
H 6.6602 -14.4466 6.9012
N 4.8818 -8.8675 9.3787
C 4.3538 -8.2651 10.4511
C 4.6712 -6.9291 10.7998
C 5.8053 -6.3670 10.1495
C 6.5245 -7.1342 9.2530
C 6.0002 -8.3346 8.8720
H 3.4680 -8.6999 10.8899
H 4.2480 -6.4396 11.6644
H 6.1701 -5.3816 10.3991
H 7.4184 -6.7461 8.7874
H 6.3557 -8.6560 7.9042
N 5.8440 -7.1442 3.8634
C 5.8795 -5.9288 3.2811
C 5.5451 -4.7724 3.9572
C 5.0819 -4.8178 5.2732
C 5.0207 -6.1078 5.8511
C 5.4216 -7.2655 5.1638
H 6.1881 -5.9999 2.2486
H 5.6515 -3.8674 3.3776
H 4.8708 -3.9839 5.9261
H 4.7096 -6.1109 6.8853
H 5.4960 -8.2356 5.6325
N 4.6650 -17.2642 3.6247
C 4.2931 -18.4283 3.0499
C 3.4553 -18.5103 1.8727
C 3.0783 -17.2925 1.3172
C 3.4245 -16.0588 1.8987
C 4.2802 -16.1192 2.9736
H 4.6920 -19.3678 3.4029
H 3.2958 -19.4508 1.3664
H 2.4925 -17.2238 0.4125
H 2.9717 -15.1486 1.5343
H 4.4856 -15.2410 3.5676
N 5.3316 -12.3596 0.5082
C 4.2031 -12.1684 1.2353
C 4.0890 -11.0220 1.9443
C 4.9970 -9.9993 1.9061
C 6.0921 -10.1328 1.0822
C 6.2487 -11.3765 0.4238
H 3.4485 -12.9231 1.4014
H 3.1955 -10.9326 2.5444
H 4.8193 -9.0818 2.4475
H 6.8067 -9.3480 0.8828
H 7.1050 -11.6355 -0.1812
C 13.4845 -11.8338 7.2314
C 12.1469 -12.3126 6.6679
O 11.3979 -11.6569 5.9768
C 11.7597 -13.7444 7.0322
H 14.2261 -12.6323 7.2112
H 13.4019 -11.4542 8.2498
H 13.8771 -11.0158 6.6274
H 11.7122 -14.3623 6.1355
H 10.8243 -13.9917 7.5342
H 12.4682 -14.2906 7.6548
C 10.4164 -13.0756 2.0937
C 11.1060 -14.3399 1.5665
O 11.4589 -15.2388 2.3174
C 11.4266 -14.3656 0.1125
H 9.3586 -13.2946 2.2394
H 10.4517 -12.2695 1.3608
H 10.8730 -12.7666 3.0339
H 12.3266 -14.9222 -0.1487
H 11.4506 -13.3700 -0.3306
H 10.5395 -14.7414 -0.3972
C 2.2904 -9.2144 6.1394
C 2.0392 -8.1464 5.1145
O 2.6263 -8.0775 4.0348
C 1.0411 -7.1425 5.5020
H 2.7382 -8.7622 7.0243
H 2.9533 -9.9986 5.7740
H 1.5232 -9.8203 6.6216
H 0.0929 -7.5252 5.1243
H 1.3267 -6.1839 5.0690
H 0.9420 -6.8964 6.5592
C 1.1209 -12.0261 8.2910
C 2.4684 -12.2919 7.7292
O 2.6141 -12.5856 6.5978
C 3.6427 -12.0331 8.6135
H 1.0669 -12.4679 9.2860
H 0.4579 -12.5143 7.5767
H 0.8482 -10.9716 8.3341
H 3.8610 -12.9046 9.2306
H 3.4584 -11.0984 9.1432
H 4.5800 -11.9224 8.0683
C 9.4046 -7.6971 2.2056
C 10.5561 -7.7627 3.1712
O 11.5156 -6.9501 3.0770
C 10.5175 -8.6135 4.4168
H 8.6178 -7.3006 2.8472
H 9.1273 -8.6574 1.7708
H 9.5224 -6.9849 1.3889
H 10.2721 -9.6669 4.2812
H 9.8404 -8.2233 5.1766
H 11.5098 -8.5608 4.8647
*
```